Record 1
ORCA calculation (wB97M-V/def2-TZVPD) on C4H7NO2 in the gas phase.

## Properties
**Gap between HOMO and LUMO**: 9.892 eV
**ΔE to the lowest compared entry with this formula, charge and spin**: 3.3945 eV
**E_LUMO**: 0.964 eV
**Structure (SMILES)**: O/C=C/C/C=N/O

XYZ file:
```
14
C4H7NO2 | the OMol25 dataset | wB97M-V/def2-TZVPD
O 1.21 0.98 2.31
C 0.80 0.35 1.17
C 1.08 0.77 -0.06
C 0.30 0.33 -1.28
C -0.58 -0.82 -0.88
N -1.77 -0.60 -0.50
O -2.32 -1.75 0.05
H 1.33 1.91 2.07
H 0.18 -0.51 1.40
H 1.81 1.57 -0.19
H -0.32 1.18 -1.60
H 0.94 0.06 -2.13
H -0.13 -1.80 -0.75
H -3.22 -1.47 0.29
```

Results of the natural (NBO) charge analysis, in e, for atoms 1 through 2: -0.677 0.150

Record 2
ORCA calculation (wB97M-V/def2-TZVPD) on 2 unconnected molecules or ions with the total composition C5H8O.

## Properties
**Gap between HOMO and LUMO**: 10.127 eV
**ΔE to the lowest compared entry with this formula, charge and spin**: 4.5060 eV
**E_LUMO**: 0.617 eV

XYZ file:
```
14
C5H8O | the OMol25 dataset | wB97M-V/def2-TZVPD
C 1.73 -0.49 0.40
C 0.80 0.59 0.89
C -1.29 -0.43 -1.57
C -1.95 0.27 -0.65
C -0.29 0.30 1.87
O 0.80 0.83 2.34
H 2.76 -0.24 0.65
H 1.49 -1.46 0.85
H 1.64 -0.58 -0.68
H 0.75 1.51 0.32
H -1.07 -0.02 -2.55
H -0.96 -1.45 -1.38
H -2.26 1.30 -0.82
H -2.15 -0.14 0.34
```

Results of the natural (NBO) charge analysis, in e, for atoms 1 through 2: -0.650 -0.097

Record 3
ORCA calculation (wB97M-V/def2-TZVPD) on 2 unconnected molecules or ions with the total composition C3H12N2O at a distorted geometry.

## Properties
**Gap between HOMO and LUMO**: 9.858 eV
**ΔE to the lowest compared entry with this formula, charge and spin**: 0.9639 eV
**E_LUMO**: 0.896 eV
**Structure (SMILES)**: CCO.NCN

XYZ file:
```
18
C3H12N2O | the OMol25 dataset | wB97M-V/def2-TZVPD
C -2.00 1.19 0.14
C -1.22 0.37 1.18
O -2.19 0.37 2.27
H -2.19 2.24 0.42
H -1.37 1.34 -0.77
H -2.97 0.79 -0.12
H -0.32 0.86 1.53
H -1.02 -0.65 0.90
H -1.72 0.16 3.08
N 1.77 -1.86 -0.89
C 1.30 -0.49 -0.90
N 2.13 0.44 -1.67
H 1.35 -2.34 -1.67
H 2.77 -1.99 -0.89
H 0.23 -0.40 -1.08
H 1.39 -0.02 0.10
H 3.01 0.48 -1.18
H 2.37 0.27 -2.64
```

Results of the natural (NBO) charge analysis, in e, for atoms 1 through 2: -0.630 -0.071

Record 4
ORCA calculation (wB97M-V/def2-TZVPD) on a molecular structure, C34H34HfN6O5P2 at a distorted geometry.

## Properties
**Gap between HOMO and LUMO**: 7.985 eV
**Charge**: +2
**ΔE to the lowest compared entry with this formula, charge and spin**: 0.1888 eV
**E_LUMO**: -5.974 eV

XYZ file:
```
82
C34H34HfN6O5P2 | the OMol25 dataset | wB97M-V/def2-TZVPD
Hf -0.19 1.11 -1.02
C -1.63 -3.16 0.55
N -1.17 -1.85 0.07
P -2.18 -0.53 -0.17
C -3.49 -1.13 -1.23
C -4.81 -0.72 -1.05
C -5.80 -1.17 -1.92
C -5.47 -2.02 -2.96
C -4.15 -2.42 -3.15
C -3.16 -1.98 -2.29
C -2.94 -0.02 1.38
C -3.60 -0.94 2.19
C -4.16 -0.53 3.39
C -4.08 0.80 3.78
C -3.44 1.73 2.97
C -2.87 1.32 1.77
P 0.44 -1.50 -0.31
C 1.37 -1.69 1.21
C 2.75 -1.87 1.18
C 3.48 -1.91 2.35
C 2.83 -1.76 3.57
C 1.46 -1.56 3.62
C 0.73 -1.52 2.44
C 1.01 -2.79 -1.42
C 0.92 -2.58 -2.80
C 1.29 -3.59 -3.69
C 1.74 -4.80 -3.20
C 1.84 -5.02 -1.83
C 1.48 -4.02 -0.94
H -2.68 -3.29 0.29
H -1.50 -3.26 1.62
H -1.07 -3.95 0.04
H -5.08 -0.06 -0.23
H -6.82 -0.85 -1.77
H -6.24 -2.37 -3.63
H -3.90 -3.09 -3.97
H -2.14 -2.29 -2.44
H -3.71 -1.97 1.89
H -4.67 -1.24 4.02
H -4.52 1.12 4.72
H -3.40 2.77 3.25
H -2.41 2.06 1.14
H 3.26 -2.03 0.23
H 4.55 -2.08 2.32
H 3.40 -1.80 4.49
H 0.96 -1.45 4.57
H -0.34 -1.34 2.48
H 0.56 -1.64 -3.19
H 1.22 -3.42 -4.75
H 2.03 -5.59 -3.89
H 2.20 -5.97 -1.45
H 1.57 -4.19 0.12
O 0.28 1.27 0.95
N 0.67 2.39 1.50
N 0.60 3.33 0.69
O 0.19 3.11 -0.55
C 0.92 4.70 1.08
C 1.10 5.00 2.42
C 1.41 6.31 2.75
C 1.52 7.28 1.76
C 1.33 6.94 0.42
C 1.03 5.64 0.07
H 1.01 4.24 3.18
H 1.56 6.57 3.79
H 1.75 8.30 2.03
H 1.42 7.70 -0.35
H 0.86 5.36 -0.96
C 5.21 1.98 -0.77
N 4.40 0.93 -1.44
C 5.05 -0.31 -1.89
C 3.12 1.05 -1.54
N 1.97 1.12 -1.64
H 6.16 2.05 -1.30
H 5.38 1.71 0.27
H 4.69 2.93 -0.84
H 5.75 -0.08 -2.69
H 4.29 -1.00 -2.25
H 5.58 -0.76 -1.05
O -2.54 0.93 -3.88
N -1.74 1.06 -3.06
O -0.67 0.29 -2.91
O -1.76 2.01 -2.12
```

Results of the Mulliken charge analysis, in e, for atoms 1 through 2: 1.322 -1.108